[1]
Here is the molecule C8H12OSSi in a non-equilibrium geometry from the Open Molecules 2025 dataset. Energies are from ωB97M-V/def2-TZVPD.

The geometry in XYZ format:
```
23
C8H12OSSi (ωB97M-V/def2-TZVPD)
C -1.645 1.564 1.631
C -1.999 1.838 2.945
C -0.732 0.730 1.138
C -0.059 0.078 3.297
C 0.925 -0.823 3.658
C -1.003 -1.783 -0.531
C 1.816 -0.621 -0.213
C -0.163 1.190 -1.882
O 1.333 -1.146 4.746
Si -0.008 -0.162 -0.352
S -1.112 1.014 4.175
H -2.171 2.233 0.884
H -2.798 2.532 3.165
H 1.569 -1.184 2.808
H -0.450 -2.644 -0.101
H -1.925 -1.642 0.081
H -1.273 -1.878 -1.609
H 2.053 -0.566 0.871
H 2.071 -1.748 -0.563
H 2.564 -0.002 -0.796
H -1.304 1.075 -2.059
H -0.079 2.352 -1.605
H 0.345 0.791 -2.712
```

Results
orbital gap (spin up / spin down) = 7.186 / 7.084 eV
relative energy (zero: lowest compared OMol25 entry of this formula, charge and spin) = 35.2 kcal/mol
F_max = 5.45 eV Å⁻¹

[2]
Here is a structure of composition C25H22F3N2S2Ta in a non-equilibrium geometry from the Open Molecules 2025 dataset. Energies are from ωB97M-V/def2-TZVPD.

The geometry in XYZ format:
```
55
C25H22F3N2S2Ta (ωB97M-V/def2-TZVPD)
Ta -0.805 -0.005 -1.648
C -2.841 -2.066 -3.207
N -2.705 -1.442 -1.847
C -2.710 -2.398 -0.725
C -2.387 -1.733 0.535
N -1.267 -0.706 0.362
C -1.420 0.570 1.153
C 0.094 -1.377 0.532
C 0.584 -1.324 1.824
C 1.809 -1.903 2.020
C 2.484 -2.567 1.066
C 2.044 -2.637 -0.220
C 0.735 -2.026 -0.498
S 0.326 -2.065 -2.261
C -3.629 -0.358 -1.745
C -4.790 -0.450 -0.984
C -5.532 0.705 -0.729
C -5.036 1.936 -1.096
C -3.886 2.046 -1.835
C -3.166 0.891 -2.111
S -1.803 1.090 -3.356
H -3.825 -2.491 -3.270
H -2.232 -2.961 -3.287
H -2.730 -1.382 -4.047
H -1.972 -3.104 -0.953
H -3.611 -2.979 -0.670
H -2.046 -2.439 1.301
H -3.264 -1.156 0.815
H -1.811 0.420 2.130
H -2.077 1.292 0.629
H -0.449 1.095 1.216
H 0.055 -0.776 2.626
H 2.162 -1.919 3.066
H 3.524 -2.862 1.330
H 2.673 -2.902 -1.052
H -5.180 -1.400 -0.564
H -6.497 0.697 -0.260
H -5.581 2.807 -0.843
H -3.496 3.072 -2.084
F 6.198 1.183 3.554
C 6.310 2.231 2.716
F 6.340 3.360 3.445
F 7.489 2.119 2.033
C 5.196 2.229 1.691
C 4.251 3.275 1.663
C 3.148 3.133 0.825
C 3.059 2.024 0.009
C 4.075 1.000 0.002
C 5.165 1.081 0.853
C 1.801 1.645 -0.601
C 0.751 1.101 -0.965
H 4.383 4.156 2.292
H 2.365 3.879 0.708
H 3.829 0.087 -0.583
H 5.897 0.304 1.045
```

Results
orbital gap = 6.624 eV
charge = +2
F_max = 4.03 eV Å⁻¹

[3]
Here is a structure of composition C30H52As2CsF3N5O6PS from the Open Molecules 2025 dataset. Energies are from ωB97M-V/def2-TZVPD.

The geometry in XYZ format:
```
101
C30H52As2CsF3N5O6PS (ωB97M-V/def2-TZVPD)
Cs 0.023 0.540 0.834
N -1.714 1.758 4.559
C -0.292 2.111 4.622
C 0.354 2.510 3.280
O -0.448 2.764 2.311
N 1.652 2.547 3.322
C 2.343 2.998 2.118
C 2.983 1.818 1.376
O 3.970 1.262 1.907
O 2.466 1.465 0.268
H -2.120 2.341 3.830
H -1.813 0.816 4.188
H -0.172 2.947 5.318
H 0.269 1.272 5.035
H 1.672 3.522 1.427
H 3.155 3.671 2.413
C -2.925 3.719 0.507
As -1.191 3.673 -0.395
C -0.496 5.324 0.384
C -1.788 4.417 -2.158
C -2.395 5.673 -2.183
C -2.801 6.276 -3.365
C -2.600 5.621 -4.569
C -2.011 4.365 -4.564
C -1.604 3.744 -3.378
As -0.933 1.910 -3.694
C -2.087 0.921 -2.460
C 0.794 1.844 -2.769
H -3.395 4.702 0.441
H -2.714 3.473 1.548
H -3.595 2.960 0.104
H -1.222 6.137 0.360
H 0.422 5.634 -0.117
H -0.265 5.065 1.417
H -2.563 6.202 -1.252
H -3.270 7.253 -3.341
H -2.906 6.078 -5.503
H -1.867 3.840 -5.501
H -3.116 1.001 -2.813
H -2.040 1.277 -1.435
H -1.803 -0.133 -2.468
H 1.519 2.426 -3.337
H 1.117 0.801 -2.779
H 0.784 2.192 -1.740
F -5.594 -0.482 3.018
C -5.129 -1.736 3.136
F -5.756 -2.246 4.241
F -5.620 -2.446 2.102
C -3.635 -1.822 3.271
C -3.113 -2.353 4.428
C -1.736 -2.451 4.594
C -0.952 -2.005 3.546
N -1.420 -1.493 2.413
C -2.765 -1.362 2.232
S -3.315 -0.633 0.782
H -3.776 -2.688 5.214
H -1.298 -2.847 5.500
H 0.133 -2.062 3.616
C 6.286 -0.334 0.596
C 5.424 -0.908 -0.532
C 5.394 0.073 -1.699
C 6.021 -2.242 -0.988
N 4.004 -1.138 -0.183
N 3.724 -1.600 1.143
H 7.287 -0.109 0.215
H 6.394 -1.051 1.414
H 5.829 0.565 1.007
H 6.398 0.230 -2.101
H 4.987 1.032 -1.370
H 4.752 -0.311 -2.497
H 7.074 -2.129 -1.265
H 5.467 -2.634 -1.842
H 5.964 -2.980 -0.182
H 3.506 -0.242 -0.218
H 3.971 -0.852 1.798
H 4.298 -2.407 1.362
C -3.531 -3.131 -3.090
C -2.091 -3.155 -3.578
O -1.199 -3.774 -2.656
P -0.875 -2.923 -1.276
O 0.454 -3.716 -0.810
C 1.736 -3.149 -1.134
C 2.438 -4.001 -2.171
O -1.925 -3.601 -0.253
C -1.885 -4.988 0.093
C -1.455 -5.133 1.535
H -4.176 -2.715 -3.869
H -3.643 -2.527 -2.188
H -3.868 -4.144 -2.861
H -1.755 -2.133 -3.794
H -2.017 -3.727 -4.504
H 2.302 -3.087 -0.208
H 1.609 -2.128 -1.502
H 2.571 -5.020 -1.800
H 3.422 -3.578 -2.382
H 1.864 -4.044 -3.098
H -1.216 -5.529 -0.581
H -2.899 -5.368 -0.057
H -0.437 -4.763 1.664
H -1.494 -6.185 1.833
H -2.108 -4.554 2.190
```

Results
orbital gap = 6.090 eV
relative energy (zero: lowest compared OMol25 entry of this formula, charge and spin) = 17.1 kcal/mol
charge = -2
F_max = 0.98 eV Å⁻¹

[4]
Here is a cluster of 24 separate species, C39H50Cl73O5P in total in a non-equilibrium geometry from the Open Molecules 2025 dataset. Energies are from ωB97M-V/def2-TZVPD.

The geometry in XYZ format:
```
168
C39H50Cl73O5P (ωB97M-V/def2-TZVPD)
C -2.710 0.155 -0.965
C -3.908 1.314 -1.080
P -3.781 2.015 -2.849
C -4.713 0.809 -4.060
C -5.356 1.608 -5.353
C -4.509 3.759 -3.038
O -3.697 4.672 -3.874
C -4.454 5.956 -3.714
O -4.261 6.919 -4.618
O -5.312 5.903 -2.501
C -4.762 4.729 -1.747
Cl -5.911 4.217 -0.387
C -3.513 5.419 -0.948
C -2.089 4.613 -1.030
C -1.125 5.242 0.165
C 0.481 5.117 -0.136
C 0.896 4.029 -1.288
C 0.637 2.449 -0.852
O 1.878 1.657 -0.756
C 1.803 0.785 0.456
C 0.514 -0.223 0.763
O 2.805 0.808 1.372
H -1.754 0.630 -1.479
H -2.528 -0.209 0.132
H -3.058 -0.722 -1.696
H -4.938 0.763 -0.885
H -3.742 2.086 -0.216
H -5.599 0.245 -3.498
H -3.927 0.034 -4.507
H -4.481 2.235 -5.853
H -6.261 2.294 -5.034
H -5.755 0.890 -6.205
H -5.605 3.705 -3.510
H -3.290 6.542 -1.251
H -3.815 5.462 0.204
H -1.663 4.773 -2.113
H -2.152 3.463 -0.818
H -1.444 4.802 1.223
H -1.385 6.399 0.221
H 1.022 4.831 0.889
H 0.877 6.185 -0.440
H 2.076 4.120 -1.427
H 0.438 4.248 -2.351
H -0.036 1.955 -1.676
H 0.085 2.487 0.196
H 0.353 -1.028 -0.088
H 0.698 -0.700 1.821
H -0.467 0.442 0.777
C 3.603 -2.428 3.320
Cl 3.177 -3.478 1.957
Cl 2.259 -2.325 4.470
Cl 5.067 -3.018 4.125
H 3.802 -1.426 2.933
C 8.262 -4.792 6.077
Cl 7.231 -4.962 7.508
Cl 8.919 -3.150 5.976
Cl 9.571 -5.986 6.108
H 7.651 -4.974 5.189
C 2.163 -7.046 3.271
Cl 1.737 -8.095 1.908
Cl 0.819 -6.943 4.421
Cl 3.627 -7.635 4.076
H 2.363 -6.043 2.884
C 2.255 0.812 -4.106
Cl 1.549 1.497 -2.633
Cl 1.202 -0.446 -4.775
Cl 2.545 2.083 -5.306
H 3.215 0.357 -3.849
C -1.971 8.676 -6.471
Cl -0.567 8.415 -5.423
Cl -2.427 10.388 -6.485
Cl -1.634 8.108 -8.115
H -2.810 8.099 -6.073
C 0.849 -1.035 7.766
Cl 1.207 -2.317 8.935
Cl -0.082 -1.679 6.403
Cl -0.028 0.292 8.546
H 1.795 -0.644 7.383
C 10.454 -5.236 2.452
Cl 10.029 -3.654 1.775
Cl 9.556 -6.525 1.632
Cl 12.199 -5.517 2.328
H 10.178 -5.243 3.509
C 13.119 -8.995 4.680
Cl 14.854 -8.740 4.932
Cl 12.181 -7.714 5.464
Cl 12.746 -9.069 2.949
H 12.842 -9.951 5.132
C -3.138 -4.510 5.522
Cl -3.885 -4.100 3.969
Cl -1.787 -5.631 5.286
Cl -2.593 -3.045 6.356
H -3.889 -5.002 6.146
C -1.781 2.184 5.950
Cl -3.222 1.754 5.012
Cl -0.424 2.550 4.872
Cl -2.120 3.560 7.014
H -1.507 1.328 6.571
C 5.705 -2.065 -3.986
Cl 6.064 -3.347 -2.816
Cl 4.775 -2.709 -5.349
Cl 4.828 -0.738 -3.205
H 6.652 -1.674 -4.369
C 1.134 -2.091 13.188
Cl -0.360 -2.150 12.238
Cl 1.447 -3.658 13.953
Cl 2.502 -1.612 12.169
H 1.012 -1.342 13.975
C 4.657 -11.000 2.946
Cl 3.428 -12.255 2.717
Cl 5.646 -11.352 4.374
Cl 5.676 -10.855 1.504
H 4.149 -10.045 3.106
C 8.357 -6.245 -4.359
Cl 9.658 -6.481 -5.539
Cl 9.028 -5.948 -2.746
Cl 7.306 -4.906 -4.851
H 7.758 -7.157 -4.320
C -6.027 5.015 7.968
Cl -5.590 4.855 9.678
Cl -5.376 3.661 7.030
Cl -7.786 5.113 7.782
H -5.588 5.941 7.587
C -2.891 4.653 -8.985
Cl -3.598 5.338 -7.512
Cl -3.945 3.395 -9.654
Cl -2.602 5.924 -10.185
H -1.932 4.198 -8.728
C 9.437 -10.622 0.639
Cl 10.737 -10.858 -0.541
Cl 10.107 -10.325 2.252
Cl 8.385 -9.283 0.147
H 8.837 -11.535 0.678
C -4.637 8.919 10.164
Cl -5.482 8.018 8.894
Cl -4.107 7.826 11.454
Cl -3.255 9.799 9.488
H -5.332 9.645 10.592
C 6.097 4.440 -5.669
Cl 4.603 4.381 -6.620
Cl 6.410 2.873 -4.905
Cl 7.465 4.919 -6.689
H 5.975 5.189 -4.883
C -9.531 9.336 8.034
Cl -9.549 11.038 7.541
Cl -9.084 8.298 6.670
Cl -8.420 9.093 9.392
H -10.538 9.062 8.360
C -8.401 1.105 -8.301
Cl -9.247 0.204 -9.571
Cl -7.872 0.012 -7.011
Cl -7.020 1.985 -8.977
H -9.097 1.831 -7.873
C 1.216 -3.108 -2.114
Cl 1.652 -3.269 -0.404
Cl 1.867 -4.463 -3.052
Cl -0.543 -3.010 -2.300
H 1.655 -2.182 -2.495
C -5.850 -1.201 -11.326
Cl -5.160 -2.736 -10.771
Cl -4.955 0.166 -10.641
Cl -5.848 -1.122 -13.096
H -6.884 -1.144 -10.979
C -11.918 -2.076 -11.336
Cl -12.343 -0.495 -12.013
Cl -12.815 -3.365 -12.156
Cl -10.173 -2.358 -11.460
H -12.194 -2.084 -10.278
```

Results
orbital gap = 8.679 eV
F_max = 10.59 eV Å⁻¹

[5]
Here is the molecule C18H16N2OS from the Open Molecules 2025 dataset. Energies are from ωB97M-V/def2-TZVPD.

The geometry in XYZ format:
```
38
C18H16N2OS (ωB97M-V/def2-TZVPD)
C -2.708 0.038 -2.605
C -2.028 -1.327 -2.484
C -1.038 -1.351 -1.363
N 0.159 -0.783 -1.609
C 1.080 -0.862 -0.689
S 2.614 -0.081 -1.046
C 2.002 1.152 -2.232
C 0.708 1.815 -1.780
O -0.111 2.163 -2.595
C 0.523 1.994 -0.320
C -0.755 1.805 0.204
C -0.964 1.849 1.569
C 0.094 2.112 2.422
C 1.357 2.353 1.906
C 1.577 2.290 0.543
C 0.861 -1.487 0.562
C 1.802 -1.584 1.598
C 1.439 -2.147 2.792
C 0.135 -2.628 2.985
C -0.801 -2.547 1.990
C -0.461 -1.975 0.749
N -1.381 -1.909 -0.236
H -3.256 0.267 -1.693
H -1.971 0.815 -2.788
H -3.411 0.027 -3.435
H -1.499 -1.545 -3.413
H -2.774 -2.099 -2.296
H 1.840 0.681 -3.201
H 2.795 1.897 -2.320
H -1.568 1.596 -0.474
H -1.953 1.674 1.966
H -0.066 2.138 3.490
H 2.178 2.582 2.569
H 2.564 2.484 0.151
H 2.799 -1.204 1.431
H 2.155 -2.221 3.596
H -0.127 -3.068 3.936
H -1.806 -2.915 2.120
```

Results
orbital gap = 8.509 eV
relative energy (zero: lowest compared OMol25 entry of this formula, charge and spin) = 0.0 kcal/mol
SMILES = CCc1nc(SCC(=O)c2ccccc2)c2ccccc2n1
F_max = 0.81 eV Å⁻¹

[6]
Here is a structure of composition C31H37EuFN8O6S in a non-equilibrium geometry from the Open Molecules 2025 dataset. Energies are from ωB97M-V/def2-TZVPD.

The geometry in XYZ format:
```
85
C31H37EuFN8O6S (ωB97M-V/def2-TZVPD)
Eu 0.000 0.000 0.000
F 0.492 -5.962 3.370
C 1.162 -5.697 2.236
C 0.999 -4.432 1.688
C 1.693 -4.084 0.526
C 1.457 -2.747 -0.081
O 0.730 -1.986 0.544
C 2.091 -2.471 -1.393
C 2.959 -3.394 -1.842
N 3.306 -4.582 -1.222
C 4.287 -5.449 -1.895
C 5.553 -5.905 -1.206
C 5.635 -4.926 -2.334
C 2.579 -4.988 -0.075
C 2.698 -6.275 0.488
C 2.002 -6.667 1.652
N 2.144 -7.996 2.129
C 1.178 -8.441 3.163
C 1.193 -9.980 3.302
N 2.386 -10.562 2.591
C 3.653 -9.826 2.924
C 3.559 -8.374 2.396
C 1.814 -1.243 -2.271
O 2.166 -1.376 -3.486
O 1.295 -0.229 -1.734
H 0.326 -3.723 2.163
H 3.459 -3.238 -2.797
H 3.805 -6.146 -2.575
H 5.898 -6.913 -1.392
H 5.762 -5.527 -0.213
H 6.016 -5.264 -3.290
H 5.889 -3.898 -2.098
H 3.318 -6.999 -0.028
H 0.152 -8.155 2.904
H 1.432 -7.994 4.133
H 0.311 -10.430 2.837
H 1.244 -10.292 4.350
H 2.212 -10.398 1.587
H 2.463 -11.573 2.741
H 4.480 -10.370 2.457
H 3.769 -9.858 4.012
H 4.146 -8.330 1.473
H 4.021 -7.691 3.119
N -7.886 2.224 0.728
C -6.875 1.249 0.799
C -6.441 0.774 2.043
C -5.375 -0.126 2.131
C -4.707 -0.505 0.970
C -5.086 0.008 -0.272
C -6.153 0.905 -0.349
S -3.371 -1.732 1.037
O -3.648 -2.473 2.268
O -3.658 -2.516 -0.170
N -2.002 -0.930 0.943
C -1.342 -0.250 2.162
N -2.233 -0.048 3.139
C -1.798 0.506 4.292
C -0.510 0.934 4.566
C 0.427 0.793 3.574
N 0.138 0.252 2.391
H -8.547 2.146 1.493
H -8.343 2.237 -0.178
H -6.934 1.089 2.957
H -5.055 -0.522 3.090
H -4.551 -0.294 -1.168
H -6.421 1.317 -1.316
H -2.573 0.598 5.048
H -0.257 1.362 5.525
H 1.454 1.110 3.707
C 2.628 0.132 0.630
N 3.005 1.532 0.524
C 4.381 1.899 0.811
C 2.017 2.431 0.152
C 2.375 3.893 0.032
O 0.861 2.071 -0.082
H 3.475 -0.491 0.928
H 2.252 -0.210 -0.339
H 1.830 0.034 1.372
H 4.978 1.024 1.083
H 4.395 2.610 1.642
H 4.819 2.365 -0.076
H 3.417 4.120 0.257
H 1.749 4.463 0.724
H 2.172 4.218 -0.992
H -1.272 0.797 -1.480
```

Results
expectation value of S² = 15.7896
orbital gap (spin up / spin down) = 2.544 / 4.399 eV
relative energy (zero: lowest compared OMol25 entry of this formula, charge and spin) = 64.5 kcal/mol
F_max = 5.76 eV Å⁻¹
2S+1 = 8